Formula: C4H2LiO2Ru
Source: the OMol25 dataset
Level of theory: ωB97M-V/def2-TZVPD

XYZ file:
```
10
Properties=species:S:1:pos:R:3
O -1.309 -0.405 -1.217
C -0.135 -0.699 -1.811
C 1.071 -0.827 -1.554
C 0.399 -0.382 1.301
C 0.847 0.812 1.358
O 1.390 1.744 0.756
Li 1.092 1.586 -1.268
H -2.034 -0.313 -1.854
H 2.096 -1.029 -1.835
Ru -1.546 -0.488 0.857
```

Values from the calculation:
**2S+1**: 6
**HOMO level (spin up / spin down)**: -18.4 / -18.8 eV
**Lowest unoccupied orbital energy (spin up / spin down)**: -9.54 / -11.35 eV
**E**: -11035.38712 eV
**Largest force on an atom**: 6.458 eV/A
**Charge**: +2

Formula: C4H2MgO2Rb
Source: the OMol25 dataset
Level of theory: ωB97M-V/def2-TZVPD

XYZ file:
```
10
Properties=species:S:1:pos:R:3
H -0.647 -2.637 0.836
O 0.139 -1.462 -0.670
C -0.441 -1.606 0.489
C -0.706 -0.659 1.391
C -0.844 0.249 2.350
Rb 1.897 -0.505 -3.439
O -0.541 2.464 2.991
C -0.516 1.648 2.040
Mg -1.075 0.944 4.331
H -0.484 2.038 1.005
```

Values from the calculation:
**HOMO level (spin up / spin down)**: -10.0 / -9.3 eV
**Lowest unoccupied orbital energy (spin up / spin down)**: -3.80 / -3.78 eV
**Energy above the lowest of the compared OMol25 structures with the same formula, charge and spin**: 21.7 kcal/mol
**E**: -14365.50842 eV
**Largest force on an atom**: 4.215 eV/A
**Charge**: +1

Formula: C4H2N2
Source: the OMol25 dataset
Level of theory: ωB97M-V/def2-TZVPD

XYZ file:
```
8
Properties=species:S:1:pos:R:3
C -0.765 -1.373 -0.106
C -1.855 2.477 0.096
C 1.415 -0.172 0.098
C 0.193 -0.435 -0.125
N -1.679 -2.057 -0.048
N -1.095 1.626 0.018
H 2.091 -1.013 -0.101
H 1.694 0.946 0.168
```

Values from the calculation:
**HOMO level (spin up / spin down)**: -9.8 / -9.8 eV
**Lowest unoccupied orbital energy (spin up / spin down)**: -3.43 / -3.43 eV
**Energy above the lowest of the compared OMol25 structures with the same formula, charge and spin**: 120.4 kcal/mol
**E**: -7153.68678 eV
**Largest force on an atom**: 6.003 eV/A
**Charge**: 0

Formula: C4H2N2O
Source: the OMol25 dataset
Level of theory: ωB97M-V/def2-TZVPD

XYZ file:
```
9
Properties=species:S:1:pos:R:3
C 1.751 -0.069 -0.037
C 0.359 -0.077 -0.060
C -0.448 1.067 -0.033
C -0.536 -1.093 0.016
H -0.175 2.134 -0.013
H -0.374 -2.126 -0.016
N 2.896 0.023 0.069
N -1.741 0.778 0.060
O -1.733 -0.637 0.014
```

Values from the calculation:
**HOMO level**: -10.5 eV
**SMILES string**: N#Cc1cnoc1
**Lowest unoccupied orbital energy**: 0.46 eV
**Energy above the lowest of the compared OMol25 structures with the same formula, charge and spin**: 22.4 kcal/mol
**E**: -9205.76631 eV
**Largest force on an atom**: 2.551 eV/A
**Charge**: 0

Formula: C4H2N2O
Source: the OMol25 dataset
Level of theory: ωB97M-V/def2-TZVPD

XYZ file:
```
9
Properties=species:S:1:pos:R:3
C 1.799 0.080 0.136
C 0.509 0.482 0.485
C -0.382 -0.252 -0.462
C -1.633 -0.360 0.035
H 0.232 0.339 1.440
H -0.304 -0.838 -1.432
N 2.875 -0.421 -0.042
N -2.824 -0.215 0.223
O -0.271 1.185 -0.382
```

Values from the calculation:
**HOMO level**: -11.3 eV
**SMILES string**: N#C[C@H]1O[C@@H]1C#N
**Lowest unoccupied orbital energy**: 0.19 eV
**Energy above the lowest of the compared OMol25 structures with the same formula, charge and spin**: 73.3 kcal/mol
**E**: -9203.56036 eV
**Largest force on an atom**: 11.800 eV/A
**Charge**: 0

Formula: C4H2N2S
Source: the OMol25 dataset
Level of theory: ωB97M-V/def2-TZVPD

XYZ file:
```
9
Properties=species:S:1:pos:R:3
C -0.536 0.424 -0.965
C 0.414 -0.388 -0.368
C -1.756 0.361 -0.438
C 2.565 0.355 0.766
N -1.575 -0.707 0.396
N -0.325 -1.115 0.469
S 2.196 -0.486 -0.574
H -2.660 0.885 -0.440
H 1.677 0.670 1.154
```

Values from the calculation:
**2S+1**: 3
**HOMO level (spin up / spin down)**: -9.7 / -9.5 eV
**Lowest unoccupied orbital energy (spin up / spin down)**: -0.84 / -3.26 eV
**Energy above the lowest of the compared OMol25 structures with the same formula, charge and spin**: 117.8 kcal/mol
**E**: -17986.60369 eV
**Largest force on an atom**: 5.052 eV/A
**Charge**: 0

Formula: C4H2NO2
Source: the OMol25 dataset
Level of theory: ωB97M-V/def2-TZVPD

XYZ file:
```
9
Properties=species:S:1:pos:R:3
C 1.290 0.345 -0.384
C 0.825 -0.663 0.745
C 2.243 -0.252 0.434
C -1.840 0.495 -0.105
N 0.010 0.377 0.365
O -2.226 1.496 0.386
O -2.103 -0.413 -0.815
H 1.336 0.257 -1.395
H 0.466 -1.642 0.769
```

Values from the calculation:
**HOMO level**: -3.0 eV
**Lowest unoccupied orbital energy**: 4.13 eV
**Energy above the lowest of the compared OMol25 structures with the same formula, charge and spin**: 49.5 kcal/mol
**E**: -9761.61789 eV
**Largest force on an atom**: 3.061 eV/A
**Charge**: -1

Formula: C4H2NO3
Source: the OMol25 dataset
Level of theory: ωB97M-V/def2-TZVPD

XYZ file:
```
10
Properties=species:S:1:pos:R:3
C -1.379 -1.083 0.432
C -1.180 1.431 -0.029
C 1.699 -0.428 -0.158
C -0.783 0.147 0.169
N -1.682 -2.057 0.998
O -1.671 2.524 0.188
O -0.634 0.866 -1.181
O 2.289 -1.424 0.318
H 1.498 -0.439 -1.223
H 1.843 0.464 0.485
```

Values from the calculation:
**HOMO level**: -3.9 eV
**Lowest unoccupied orbital energy**: 3.96 eV
**Energy above the lowest of the compared OMol25 structures with the same formula, charge and spin**: 81.4 kcal/mol
**E**: -11810.68986 eV
**Largest force on an atom**: 4.421 eV/A
**Charge**: -1

Formula: C4H2NOS
Source: the OMol25 dataset
Level of theory: ωB97M-V/def2-TZVPD

XYZ file:
```
9
Properties=species:S:1:pos:R:3
C 1.030 2.244 0.106
C -0.434 0.307 0.420
C 0.631 1.024 0.548
C 3.889 -0.090 -0.751
N 1.479 3.312 -0.134
O 4.300 0.147 -1.880
S 3.614 -0.550 0.676
H -0.501 -0.696 0.926
H -1.355 0.720 -0.019
```

Values from the calculation:
**HOMO level**: -2.3 eV
**Lowest unoccupied orbital energy**: 3.09 eV
**Energy above the lowest of the compared OMol25 structures with the same formula, charge and spin**: 9.9 kcal/mol
**E**: -18551.82424 eV
**Largest force on an atom**: 6.388 eV/A
**Charge**: -1

Formula: C4H2NOS2
Source: the OMol25 dataset
Level of theory: ωB97M-V/def2-TZVPD

XYZ file:
```
10
Properties=species:S:1:pos:R:3
C 0.369 0.574 -0.609
C -0.457 1.175 0.284
C 0.287 -0.821 -0.290
C -0.455 -1.020 0.927
N -0.929 0.198 1.160
O 2.015 -1.953 -2.075
S -1.851 0.609 2.561
S 1.020 -2.215 -0.973
H 0.655 1.273 -1.450
H -0.655 2.180 0.465
```

Values from the calculation:
**HOMO level (spin up / spin down)**: -3.1 / -3.8 eV
**Lowest unoccupied orbital energy (spin up / spin down)**: 1.83 / 2.41 eV
**Energy above the lowest of the compared OMol25 structures with the same formula, charge and spin**: 97.1 kcal/mol
**E**: -29385.77105 eV
**Largest force on an atom**: 3.586 eV/A
**Charge**: -1

Formula: C4H2O2
Source: the OMol25 dataset
Level of theory: ωB97M-V/def2-TZVPD

XYZ file:
```
8
Properties=species:S:1:pos:R:3
O 0.700 -1.663 2.367
C 0.623 -0.744 1.712
C -0.506 -1.716 -0.684
C -0.523 -0.502 -1.051
C -0.324 0.838 -1.068
O 0.191 1.469 -0.044
H 0.385 0.788 0.650
H -0.546 1.530 -1.882
```

Values from the calculation:
**HOMO level**: -10.0 eV
**Lowest unoccupied orbital energy**: -1.03 eV
**Energy above the lowest of the compared OMol25 structures with the same formula, charge and spin**: 48.7 kcal/mol
**E**: -8270.41796 eV
**Largest force on an atom**: 1.583 eV/A
**Charge**: 0

Formula: C4H2O2
Source: the OMol25 dataset
Level of theory: ωB97M-V/def2-TZVPD

XYZ file:
```
8
Properties=species:S:1:pos:R:3
O 0.871 1.419 -1.448
C 0.876 0.434 -0.756
C -0.782 -0.132 1.581
O -0.887 0.283 2.665
C -0.914 -0.710 0.400
C -0.265 -0.545 -0.754
H 1.661 0.255 0.011
H -0.559 -1.005 -1.697
```

Values from the calculation:
**HOMO level**: -9.6 eV
**SMILES string**: O=C=C=CC=O
**Lowest unoccupied orbital energy**: -1.24 eV
**Energy above the lowest of the compared OMol25 structures with the same formula, charge and spin**: 6.2 kcal/mol
**E**: -8272.25806 eV
**Largest force on an atom**: 1.184 eV/A
**Charge**: 0